No. 1
The following is a quantum chemistry calculation of 4 unconnected molecules or ions with the total composition C30H34N2O9P2 at a distorted geometry, from the Open Molecules 2025 dataset.

Values from the calculation:
E_LUMO ... -1.74 eV
Frontier orbital gap ... 6.1 eV
Total charge ... 0
Multiplicity ... 1

```
77
C30H34N2O9P2 wB97M-V/def2-TZVPD
H -1.25 -0.20 4.66
H -9.78 -0.45 -0.92
H 6.61 4.68 4.27
H -7.07 -0.69 2.49
C -1.80 -0.81 3.90
P 2.03 1.30 -0.36
C -1.87 -3.17 -2.53
C -0.72 -3.58 0.18
H 5.17 1.07 -4.26
C 8.80 2.29 -3.34
C -9.56 -0.89 0.04
H -2.96 -0.58 -2.44
H 2.79 0.75 -2.49
C -8.31 -0.44 0.70
H -2.06 0.95 -2.27
H 6.43 0.94 0.92
H -3.40 -3.67 3.72
H -3.47 -1.45 -0.45
H -0.40 -3.12 1.15
H -5.22 1.41 -0.40
C 7.93 1.73 -2.29
C -4.75 0.40 -0.33
C -2.57 -1.15 1.49
H 9.01 2.81 -5.38
H 5.94 0.87 -1.90
C -2.74 -0.73 0.01
C 5.61 2.90 3.70
C 0.43 0.71 -1.20
C -10.03 -2.38 1.93
H 8.14 2.72 0.68
H -1.77 -3.99 0.26
C 7.03 1.96 -5.00
H -1.24 -0.50 -3.10
C 6.50 1.76 1.62
H -1.41 0.56 2.25
O -10.76 -3.20 2.45
C -1.45 -0.72 -0.87
O 2.39 0.29 0.93
H 0.77 -0.06 -1.95
H -5.30 -0.14 0.48
H -8.56 -2.37 3.56
C -3.17 -2.40 1.98
C -2.96 -2.70 3.37
C 6.53 3.85 3.57
C -10.36 -1.79 0.61
C 8.38 2.40 -4.60
H 4.89 2.89 4.50
H 0.06 1.64 -1.73
O -0.51 0.21 -0.27
C -7.98 -1.03 2.02
C -8.78 -1.93 2.59
O 8.35 4.71 2.34
O -3.36 0.57 -0.02
H 3.13 0.67 1.43
H -11.27 -2.13 0.15
C 6.16 1.39 -3.95
C 6.57 1.29 -2.69
C 7.51 3.84 2.46
O 6.65 2.05 -6.15
H -4.92 -0.08 -1.33
O 8.31 1.64 -1.14
C 7.42 2.72 1.49
N 3.24 1.13 -1.64
N -2.33 -1.99 4.32
C 5.53 1.78 2.73
O 4.69 0.90 2.84
H 9.79 2.61 -3.03
H -1.66 -4.26 -2.59
O -7.58 0.38 0.18
H -1.75 -2.68 -3.53
C -1.93 -0.15 -2.29
H -2.90 -3.00 -2.12
H -0.09 -4.49 -0.03
H 3.54 2.07 -1.93
H -3.72 -3.08 1.29
P -0.68 -2.40 -1.26
C -1.89 -0.41 2.52
```

=====

No. 2
The following is a quantum chemistry calculation of a molecular structure, C30H34N2PPdSe2 at a distorted geometry, from the Open Molecules 2025 dataset.

Values from the calculation:
E_LUMO (alpha / beta) ... -3.08 / -4.66 eV
Frontier orbital gap (alpha / beta) ... 7.8 / 6.3 eV
Total charge ... +1
Multiplicity ... 3

```
70
C30H34N2PPdSe2 wB97M-V/def2-TZVPD
C -0.31 3.44 2.38
H 5.98 0.33 -3.40
C -1.68 -2.48 -0.89
C -5.20 2.03 2.27
H -1.87 4.75 1.67
H 6.15 -3.29 -4.19
H 5.02 -0.44 -4.67
H -3.90 1.99 0.56
H -0.14 -7.02 -4.25
C 1.48 4.52 3.58
H 2.88 -2.97 -2.91
H -6.10 2.02 1.67
H 4.46 -2.95 -4.51
C 4.07 -1.31 -2.26
C -2.89 2.07 3.80
C -2.32 -5.43 -3.96
H -2.11 -4.66 -4.70
H -0.84 6.78 2.60
H 1.37 2.40 3.21
C -0.90 -4.27 -2.29
C 4.02 -0.13 -1.50
C -1.49 -6.66 -1.93
H 6.65 -0.99 -1.33
C -3.97 2.01 1.65
H -2.50 -6.37 -4.49
C 5.20 -3.03 -3.72
C -2.81 2.03 2.41
C 2.84 0.24 -0.89
N 1.72 -0.49 -0.99
H 7.37 -2.23 -2.33
H 6.15 -2.67 -1.14
H -2.40 -6.41 -1.38
H -2.44 -1.99 -0.29
H 4.89 0.50 -1.39
C -5.29 2.08 3.65
H 2.76 1.15 -0.31
H -1.65 -7.62 -2.41
C 5.36 -1.72 -2.94
Pd -0.15 0.14 -0.14
C -0.35 5.83 2.73
N -0.51 -1.83 -0.99
H -4.19 2.15 5.50
H 0.94 -6.23 -3.12
C -0.93 4.68 2.21
C 0.86 5.74 3.41
H 1.12 -4.01 -2.93
C 0.31 -3.59 -2.36
C -4.13 2.10 4.42
H 4.93 -3.86 -3.07
H 0.36 -5.36 -4.55
C 0.08 -6.07 -3.77
C 5.79 -0.62 -3.91
C 6.44 -1.91 -1.87
H 2.42 4.45 4.11
H 1.31 6.64 3.81
H -3.24 -5.16 -3.44
H -2.87 -4.15 -1.40
C 1.75 -1.62 -1.70
H 6.70 -0.91 -4.43
Se -0.16 0.18 2.37
C 2.90 -2.05 -2.34
H -6.25 2.10 4.14
H -0.69 -6.77 -1.21
P -1.15 2.00 1.68
C -1.15 -5.60 -2.99
C -1.91 -3.68 -1.52
C 0.89 3.36 3.07
C 0.47 -2.38 -1.70
Se -1.29 2.32 -0.45
H -1.99 2.09 4.41
```

=====

No. 3
The following is a quantum chemistry calculation of 2 unconnected molecules or ions with the total composition C30H34N3O at a distorted geometry, from the Open Molecules 2025 dataset.

Values from the calculation:
E_LUMO ... -4.82 eV
Frontier orbital gap ... 5.5 eV
Total charge ... +1
Multiplicity ... 1

```
68
C30H34N3O wB97M-V/def2-TZVPD
H -2.66 -1.33 -0.89
C -0.89 -1.13 -4.54
C 0.20 2.74 0.84
C 2.72 -1.65 0.85
C -6.29 -0.97 0.98
C -2.68 -0.62 -0.06
C 2.57 -1.30 -0.61
H 1.90 -0.60 -7.19
C 1.13 -0.74 -6.43
C -0.10 3.25 2.25
C 0.26 -1.94 -4.51
H 1.65 0.48 2.89
H 4.21 2.68 1.43
C 0.22 2.12 3.25
H 3.06 -2.56 4.62
H -1.47 0.70 1.13
H 5.00 -1.56 3.38
C 2.12 0.15 -0.75
H 2.76 3.69 1.69
C -5.24 0.72 2.36
C 2.96 -2.30 3.56
H 0.77 3.46 0.24
C 1.26 -1.75 -5.47
H 2.14 -2.39 -5.46
C 3.92 -1.42 1.52
H -7.32 0.16 2.53
H -0.11 0.87 -7.19
C 0.00 0.09 -6.44
H 0.98 2.45 3.97
C -5.09 -1.18 0.31
C -1.01 -0.10 -5.49
H -5.28 1.46 3.16
H -1.92 -2.20 -3.09
N 0.88 0.44 -0.04
H -0.72 2.49 0.31
C 0.74 0.92 2.46
C 3.17 2.67 1.76
H 3.54 -1.36 -1.12
H 2.03 0.45 -1.81
H 0.71 -2.39 1.00
H 1.86 -1.96 -1.12
H -1.15 3.56 2.35
C -6.38 -0.01 2.01
C -1.49 0.02 0.28
N -1.88 -1.33 -3.61
H 3.14 2.35 2.81
H -0.22 -0.76 -1.30
H 0.35 -2.72 -3.75
C 1.76 -2.53 2.89
H -1.90 0.54 -5.47
C -4.03 0.51 1.70
C -3.92 -0.44 0.64
H -3.16 1.10 2.00
C 4.05 -1.74 2.87
H 4.76 -0.98 0.98
N 2.45 1.76 0.90
O 4.32 1.16 -0.35
H -5.03 -1.93 -0.48
C -0.28 -0.14 -0.40
C 3.12 1.08 -0.08
H 0.90 -2.97 3.41
H -0.67 1.85 3.83
C 1.64 -2.21 1.54
H 0.53 4.13 2.47
H 0.00 0.12 2.40
H -7.18 -1.55 0.71
H -2.77 -0.85 -3.71
C 1.04 1.45 1.04
```

=====

Calculated ΔE to the lowest compared entry with this formula, charge and spin in order - 0.0000; 0.0000; 0.0000 eV
Calculated molecular weight in order - 628.555; 717.930; 452.622 u